Entry 1:
Entry from OMol25: an isolated ion of composition C7H14N2 and charge +2 in a non-equilibrium geometry (wB97M-V/def2-TZVPD).

Structure (ORCA input):
```
! wB97M-V def2-TZVPD RIJCOSX def2/J DEFGRID3
* xyz 2 1
C 0.7748 0.1175 0.0134
C 0.7944 -0.6899 -2.0090
C 1.3747 0.4057 -1.1757
C -0.1944 -0.0420 -1.0283
C -0.2087 -0.3712 2.1660
C 2.1985 0.4515 1.8328
C -2.5475 -0.3807 -0.8746
N 0.8122 0.1141 1.2883
N -1.4653 0.5955 -1.3538
H 0.9618 -0.4296 -3.0624
H 0.8681 -1.7572 -1.8842
H 1.8283 1.3614 -1.6288
H -0.6526 0.5548 2.6123
H 0.3706 -0.9778 2.9260
H -0.9970 -0.8660 1.4757
H 2.8781 -0.0227 1.0850
H 2.3874 0.0392 2.8815
H 2.4657 1.5890 1.9057
H -2.5848 -1.2890 -1.3867
H -2.3446 -0.7388 0.2013
H -3.5685 0.0874 -0.8201
H -1.5834 1.4098 -0.7938
H -1.5678 0.8388 -2.3707
*
```

Output
Structure (SMILES): C[NH2+][C@]12C[C@@H]1C2=[N+](C)C
Total energy in a.u.: -383.841854
Strongest force on any atom in eV Å⁻¹: 3.8
LUMO level in eV: -7.796
HOMO-LUMO gap in eV: 10.6

---

Entry 2:
Entry from OMol25: one molecule with the formula C7H14N2O in a non-equilibrium geometry (wB97M-V/def2-TZVPD).

Structure (ORCA input):
```
! wB97M-V def2-TZVPD RIJCOSX def2/J DEFGRID3
* xyz 0 1
C -2.3641 -0.4920 1.2486
C -1.8661 -0.0683 -0.1303
C -0.4215 0.4067 -0.1497
C -0.0950 1.5564 -1.0291
N -0.1413 1.7205 0.4249
C 0.6165 -0.6939 0.1113
C 0.9972 -1.4157 -1.1837
C 1.8220 -0.1833 0.8824
N 2.8015 0.4616 0.2261
H -3.4612 -0.5430 1.2594
H -1.9866 -1.4832 1.5361
H -2.0515 0.2277 2.0196
H -1.9859 -0.8980 -0.8431
H -2.4981 0.7492 -0.5095
H 0.8959 1.6540 -1.4758
H -0.9063 1.9811 -1.6248
H -0.9994 2.1818 0.7169
H 0.1678 -1.4167 0.8058
H 1.2739 -0.7089 -1.9798
H 1.8371 -2.1045 -1.0220
H 0.1494 -2.0070 -1.5529
O 1.9088 -0.2030 2.1182
H 2.9103 0.2757 -0.7612
H 3.3967 1.0030 0.9126
*
```

Output
Structure (SMILES): CC[C@@]1([C@@H](C)C(N)=O)CN1
Total energy in a.u.: -459.853806
Strongest force on any atom in eV Å⁻¹: 2.4
LUMO level in eV: 0.801
HOMO-LUMO gap in eV: 10.1

---

Entry 3:
Entry from OMol25: a 2-piece molecular cluster, C7H14N2O overall in a non-equilibrium geometry (wB97M-V/def2-TZVPD).

Structure (ORCA input):
```
! wB97M-V def2-TZVPD RIJCOSX def2/J DEFGRID3
* xyz 0 1
C 0.2977 1.0836 0.5985
C -1.9592 -0.9884 0.7505
C 1.5456 1.4599 1.3745
C 0.0550 1.9018 -0.6604
C 0.9126 -0.9041 -0.2085
C -1.6124 -1.6303 -0.4970
N 2.0361 -0.5775 -0.9000
C -0.2948 -1.9834 -0.7375
O -2.4612 -1.6392 -1.5515
N 0.6672 -1.9995 0.3977
H -3.3474 -1.3922 -1.2600
H -0.5261 1.2858 1.2880
H 2.8496 -1.1586 -0.7542
H 2.1811 0.3759 -1.1820
H -0.0616 -2.5436 -1.6402
H -1.5420 -1.5215 1.6038
H -1.2932 -0.0415 0.7208
H -3.0189 -0.7733 0.8836
H 1.6587 0.8187 2.2510
H 2.4555 1.3691 0.7795
H 1.4941 2.4951 1.7366
H -0.8412 1.5575 -1.1839
H 0.8783 1.8374 -1.3768
H -0.0734 2.9681 -0.4324
*
```

Output
Total energy in a.u.: -459.679653
Strongest force on any atom in eV Å⁻¹: 2.4
LUMO level (alpha / beta) in eV: 0.563 / 0.563
HOMO-LUMO gap (alpha / beta) in eV: 7.5 / 7.5

---

Entry 4:
Entry from OMol25: one molecule with the formula C7H14N2O2S2 in a non-equilibrium geometry (wB97M-V/def2-TZVPD).

Structure (ORCA input):
```
! wB97M-V def2-TZVPD RIJCOSX def2/J DEFGRID3
* xyz 0 1
O 3.9841 0.3270 -1.3063
O 2.6744 -1.5337 -2.2868
S -1.9905 2.0898 0.9174
C -0.7301 1.5672 1.8405
N -0.7872 1.8925 3.1976
N 0.2552 0.7045 1.3765
C -0.2255 1.1430 4.3543
C -0.5994 -0.7644 -0.4004
C 0.6928 1.3833 -1.0262
C 0.4900 0.2447 0.0006
C 1.4913 0.8877 -2.2739
C 1.8341 -0.4932 0.0797
S 2.6524 -0.2821 -1.5222
H -1.6179 2.4599 3.4227
H 0.9807 0.5524 2.0359
H 0.8891 1.2601 4.3815
H -0.6719 1.5358 5.2726
H -0.4348 0.0586 4.2538
H -1.5324 -0.2294 -0.5832
H -0.7202 -1.4859 0.3797
H -0.3150 -1.2859 -1.3323
H 1.2720 2.1999 -0.5556
H -0.3190 1.6943 -1.3513
H 2.0627 1.7025 -2.7387
H 0.8192 0.3243 -2.9748
H 2.4482 -0.1154 0.8664
H 1.6853 -1.5495 0.2603
*
```

Output
Structure (SMILES): CNC(=S)N[C@@]1(C)CCS(=O)(=O)C1
Total energy in a.u.: -1331.473976
Strongest force on any atom in eV Å⁻¹: 3.3
LUMO level in eV: 0.330
HOMO-LUMO gap in eV: 8.8

---

Q: strongest force on any atom of number 1 (C7H14N2)?
A: 3.8 eV Å⁻¹